Arrangement one

Computed, not measured: 3 unconnected molecules or ions with the total composition C5H7Cl3, with wB97M-V/def2-TZVPD.

```
15
Properties=species:S:1:pos:R:3
C -2.289 -0.697 1.161
C -3.004 0.034 0.338
Cl -4.713 -0.393 0.006
Cl -2.629 1.669 -0.103
H -2.718 -1.476 1.624
H -1.404 -0.324 1.609
C 1.852 -0.212 0.015
C 0.772 -0.202 -0.706
C -0.357 -0.519 -1.240
H 2.693 0.209 -0.530
H 1.877 -0.281 1.153
H -1.154 0.091 -1.589
H -0.316 -1.506 -1.697
Cl 5.253 1.870 0.465
H 6.136 1.735 -0.507
```

## Properties
- SMILES: C=C(Cl)Cl.C=C=C.Cl
- Multiplicity: 1
- Frontier orbital gap: 10.14 eV
- Highest occupied orbital energy: -9.5 eV
- LUMO energy: 0.6247 eV
- Total charge: 0

Arrangement two

Computed, not measured: a molecular structure, C5H7Cl3, with wB97M-V/def2-TZVPD.

```
15
Properties=species:S:1:pos:R:3
C 2.329 0.873 -0.581
C 0.880 0.875 -0.662
C 0.112 -0.165 -0.321
C -1.317 -0.154 -0.100
C -1.651 -0.821 1.234
H 2.676 -0.309 -0.906
H 2.664 1.145 0.627
H 3.038 1.741 -1.362
H 0.192 1.659 -1.050
H -2.794 -0.281 1.433
H -1.837 -2.041 0.820
H -0.777 -0.845 2.234
Cl 0.848 -1.775 -0.039
Cl -2.081 1.484 -0.137
Cl -2.283 -1.384 -1.190
```

## Properties
- Multiplicity: 1
- Frontier orbital gap: 9.87 eV
- Highest occupied orbital energy: -9.7 eV
- LUMO energy: 0.2198 eV
- Total charge: 0

Stability order, top to bottom: arrangement one, arrangement two

Arrangement one

Computed, not measured: 2 unconnected molecules or ions with the total composition C2O2S, with wB97M-V/def2-TZVPD.

```
5
Properties=species:S:1:pos:R:3
C 1.516 -0.173 -0.846
C -2.371 -0.355 0.748
O 2.193 -0.690 -1.586
O 0.878 0.456 -0.106
S -2.216 0.761 1.789
```

## Properties
- Multiplicity: 1
- Frontier orbital gap: 11.17 eV
- Highest occupied orbital energy: -11.2 eV
- LUMO energy: -0.0429 eV
- Total charge: 0

Arrangement two

Computed, not measured: 2 unconnected molecules or ions with the total composition C2O2S, with wB97M-V/def2-TZVPD.

```
5
Properties=species:S:1:pos:R:3
C -1.473 0.452 0.187
C 0.934 -0.733 -0.016
O -1.901 1.481 -0.058
O 0.905 -1.864 -0.266
S 1.536 0.664 0.153
```

## Properties
- Multiplicity: 1
- Frontier orbital gap: 10.77 eV
- Highest occupied orbital energy: -10.6 eV
- LUMO energy: 0.1851 eV
- Total charge: 0

Stability order, top to bottom: arrangement two, arrangement one

Arrangement one

Computed, not measured: C23H23N3O3 in the gas phase, with wB97M-V/def2-TZVPD.

```
52
Properties=species:S:1:pos:R:3
C -2.073 -1.169 1.906
O -2.531 0.065 1.416
C -1.718 0.785 0.604
C -0.405 0.457 0.300
C 0.360 1.263 -0.538
C 1.786 0.874 -0.817
N 2.514 0.775 0.432
C 3.873 0.550 0.477
C 4.556 0.811 1.674
C 5.906 0.552 1.826
C 6.584 0.022 0.747
N 7.905 -0.344 0.555
C 8.089 -0.824 -0.720
O 9.117 -1.227 -1.212
N 6.851 -0.751 -1.328
C 5.913 -0.240 -0.458
C 4.567 0.018 -0.615
C -0.193 2.411 -1.076
C -1.507 2.745 -0.791
C -2.275 1.951 0.042
O -3.576 2.298 0.335
C -4.523 1.857 -0.635
C -4.525 0.357 -0.765
C -3.678 -0.267 -1.671
C -3.610 -1.648 -1.718
C -4.383 -2.412 -0.863
C -5.237 -1.805 0.050
C -6.088 -2.628 0.969
C -5.297 -0.419 0.088
H -2.907 -1.589 2.466
H -1.809 -1.849 1.090
H -1.214 -1.046 2.574
H 0.051 -0.431 0.709
H 1.806 -0.108 -1.306
H 2.247 1.605 -1.498
H 2.169 1.390 1.155
H 4.002 1.226 2.503
H 6.408 0.762 2.757
H 8.643 -0.278 1.232
H 6.686 -1.042 -2.276
H 4.074 -0.191 -1.550
H 0.394 3.045 -1.723
H -1.950 3.636 -1.210
H -4.303 2.322 -1.608
H -5.484 2.224 -0.268
H -3.065 0.328 -2.334
H -2.946 -2.130 -2.421
H -4.321 -3.491 -0.900
H -7.073 -2.781 0.526
H -5.642 -3.604 1.145
H -6.226 -2.123 1.923
H -5.943 0.068 0.803
```

## Properties
- SMILES: COc1cc(CNc2ccc3[nH]c(=O)[nH]c3c2)ccc1OCc1cccc(C)c1
- Multiplicity: 1
- Frontier orbital gap: 7.95 eV
- Highest occupied orbital energy: -7.3 eV
- LUMO energy: 0.6377 eV
- Total charge: 0

Arrangement two

Computed, not measured: C23H23N3O3 in the gas phase, with wB97M-V/def2-TZVPD.

```
52
Properties=species:S:1:pos:R:3
C 3.404 1.417 -0.709
C 4.076 0.198 -1.338
O 3.815 -1.000 -0.639
C 2.615 -1.632 -0.802
C 2.441 -2.796 -0.047
C 1.271 -3.515 -0.121
C 0.233 -3.101 -0.958
O -0.890 -3.884 -0.945
C -1.990 -3.500 -1.739
C -2.573 -2.161 -1.356
C -2.530 -1.741 -0.032
C -2.968 -0.480 0.320
C -3.466 0.379 -0.654
C -3.862 1.778 -0.349
O -4.864 2.319 -0.768
N -2.977 2.483 0.429
N -1.810 1.969 0.834
C -0.963 2.650 1.507
C -1.132 4.084 1.921
C 0.252 1.940 1.917
C 0.445 0.591 1.599
C 1.583 -0.044 2.059
C 2.505 0.684 2.798
C 2.236 2.023 3.041
N 1.145 2.634 2.622
C -3.585 -0.068 -1.965
C -3.133 -1.326 -2.315
C 0.410 -1.958 -1.721
C 1.588 -1.228 -1.641
H 3.668 2.309 -1.271
H 2.322 1.308 -0.703
H 3.738 1.535 0.319
H 3.793 0.099 -2.393
H 5.163 0.310 -1.285
H 3.248 -3.116 0.594
H 1.135 -4.411 0.465
H -2.731 -4.291 -1.575
H -1.718 -3.502 -2.804
H -2.125 -2.404 0.718
H -2.924 -0.163 1.350
H -3.227 3.454 0.623
H -0.245 4.401 2.459
H -2.003 4.193 2.569
H -1.270 4.720 1.046
H -0.292 0.073 1.008
H 1.752 -1.087 1.839
H 3.407 0.226 3.173
H 2.924 2.641 3.604
H -4.008 0.591 -2.708
H -3.197 -1.656 -3.342
H -0.362 -1.604 -2.385
H 1.675 -0.342 -2.250
```

## Properties
- SMILES: CCOc1ccc(OCc2ccc(C(=O)N/N=C(\C)c3ccccn3)cc2)cc1
- Multiplicity: 1
- Frontier orbital gap: 8.30 eV
- Highest occupied orbital energy: -8.0 eV
- LUMO energy: 0.2629 eV
- Total charge: 0

Stability order, top to bottom: arrangement one, arrangement two

Arrangement one

Computed, not measured: C6H9P in the gas phase, with wB97M-V/def2-TZVPD.

```
16
Properties=species:S:1:pos:R:3
C -1.041 1.851 -0.139
C -0.748 0.376 -0.103
C -1.512 -0.704 -0.330
C -0.782 -1.936 -0.139
C 0.520 -1.745 0.161
C 0.707 -0.217 0.288
P 2.550 0.220 -0.346
H -2.114 1.960 -0.436
H -0.534 2.481 -1.051
H -0.863 2.342 0.772
H -2.594 -0.595 -0.610
H -1.261 -2.867 -0.342
H 1.330 -2.540 -0.109
H 0.873 0.159 1.409
H 3.103 -0.291 0.739
H 2.367 1.506 0.236
```

## Properties
- SMILES: CC1=CC=C[C@H]1P
- Multiplicity: 1
- Frontier orbital gap: 9.18 eV
- Highest occupied orbital energy: -8.4 eV
- LUMO energy: 0.7809 eV
- Total charge: 0

Arrangement two

Computed, not measured: 2 unconnected molecules or ions with the total composition C6H9P, with wB97M-V/def2-TZVPD.

```
16
Properties=species:S:1:pos:R:3
C 2.453 -0.961 -0.856
C -2.622 -0.822 0.093
C 1.875 -0.571 0.310
C -2.339 0.399 -0.356
C 0.641 0.186 0.556
C -0.240 0.984 -0.398
P 0.630 2.072 0.776
H 3.398 -1.506 -0.954
H 2.031 -0.967 -1.862
H -3.631 -1.168 -0.184
H -1.818 -1.413 0.448
H 2.491 -0.460 1.216
H -2.926 1.257 -0.742
H 0.116 -0.253 1.393
H 0.131 1.234 -1.338
H -0.189 1.988 1.897
```

## Properties
- Multiplicity: 1
- Frontier orbital gap: 9.60 eV
- Highest occupied orbital energy: -8.6 eV
- LUMO energy: 0.9611 eV
- Total charge: 0

Stability order, top to bottom: arrangement one, arrangement two

Arrangement one

Computed, not measured: a molecular structure, CH2FNO, with wB97M-V/def2-TZVPD.

```
6
Properties=species:S:1:pos:R:3
C 0.832 0.160 -0.139
N -0.965 -0.259 -0.306
O 1.611 0.469 -0.912
F 1.046 -0.187 1.140
H -1.463 0.579 -0.312
H -1.060 -0.762 0.528
```

## Properties
- Multiplicity: 1
- Frontier orbital gap: 11.29 eV
- Highest occupied orbital energy: -10.8 eV
- LUMO energy: 0.5242 eV
- Total charge: 0

Arrangement two

Computed, not measured: 2 unconnected molecules or ions with the total composition CH2FNO, with wB97M-V/def2-TZVPD.

```
6
Properties=species:S:1:pos:R:3
N -0.121 0.435 -0.310
C 0.294 -0.362 -1.129
O 0.806 -1.095 -1.859
H -0.849 1.123 -0.443
F -0.191 -0.301 2.239
H 0.063 0.200 1.501
```

## Properties
- SMILES: N=C=O.F
- Multiplicity: 1
- Frontier orbital gap: 12.25 eV
- Highest occupied orbital energy: -11.8 eV
- LUMO energy: 0.4278 eV
- Total charge: 0

Stability order, top to bottom: arrangement two, arrangement one

Arrangement one

Computed, not measured: a gas-phase ion, C4H2N (charge +1), with wB97M-V/def2-TZVPD.

```
7
Properties=species:S:1:pos:R:3
C -2.580 0.683 0.215
C -2.771 -0.935 -0.104
C -1.329 0.877 -0.228
C -1.496 -0.734 0.023
N -0.238 0.005 0.043
H 0.500 -0.088 -0.629
H 0.070 0.259 1.082
```

## Properties
- Multiplicity: 1
- Frontier orbital gap: 8.09 eV
- Highest occupied orbital energy: -15.4 eV
- LUMO energy: -7.3223 eV
- Total charge: +1

Arrangement two

Computed, not measured: a gas-phase ion, C4H2N (charge +1), with wB97M-V/def2-TZVPD.

```
7
Properties=species:S:1:pos:R:3
C -1.282 -1.615 1.823
C -1.843 -2.626 1.404
C -1.139 -0.536 1.024
C -1.731 0.128 -0.011
N -0.251 0.038 0.048
H 0.287 0.867 0.342
H 0.234 -0.480 -0.702
```

## Properties
- Multiplicity: 1
- Frontier orbital gap (spin up / spin down): 6.90 / 7.00 eV
- Highest occupied orbital energy (spin up / spin down): -16.5 / -16.6 eV
- LUMO energy (spin up / spin down): -9.6211 / -9.6265 eV
- Total charge: +1

Stability order, top to bottom: arrangement two, arrangement one